{"formula": "C5H11NO", "method": "ωB97M-V/def2-TZVPD", "symbols": ["C", "C", "C", "C", "C", "N", "H", "H", "H", "H", "H", "H", "H", "H", "H", "O", "H", "H"], "coordinates": [[-2.0465, 2.3208, -1.2139], [-1.3435, 1.2262, -0.4935], [-1.4758, -0.0827, -0.4283], [-0.7964, -1.0829, 0.4291], [-0.9532, -2.3523, 0.0420], [-0.5516, -3.4627, 0.7985], [-2.2098, 3.1678, -0.5455], [-1.4479, 2.6025, -2.0765], [-3.0176, 1.9714, -1.5492], [-0.4211, 1.5919, -0.0681], [-2.3657, -0.5529, -0.9635], [-0.3794, -0.8370, 1.3797], [-1.4126, -2.7524, -0.9004], [-0.8959, -4.3736, 0.6162], [-0.2017, -3.2663, 1.7272], [6.1444, 2.2470, 0.9685], [6.9479, 2.3479, 1.5084], [6.4264, 1.2873, 0.7692]], "atomic_forces_ev_per_a": [[-0.64, -0.86, -0.03], [1.76, 0.62, 0.32], [-2.24, -1.19, -0.42], [-0.99, 0.15, -1.91], [0.00, -2.37, 0.37], [0.68, 1.48, 0.23], [0.14, 0.06, -0.17], [-0.04, 0.36, -0.08], [-0.24, 0.10, -0.27], [0.25, 0.18, 0.68], [1.08, 0.70, 0.46], [0.39, 0.22, 0.40], [0.28, 1.25, 0.77], [-0.27, -0.37, -0.12], [-0.17, -0.34, -0.23], [1.94, -2.92, 0.07], [-0.40, 1.17, 0.21], [-1.54, 1.74, -0.28]], "energy_ev": -8899.2002, "fmax_ev_per_a": 3.51, "smiles": "C/C=C/C=C/N.O", "e_above_lowest_ev": 2.497, "spin_multiplicity": 1, "e_lumo_ev": 0.98}